C6H11I2NO2 | ωB97M-V with the def2-TZVPD basis set

## Properties
HOMO energy: -9.61 eV
Relative energy (zero: lowest compared OMol25 entry of this formula, charge and spin): 61.3 kcal/mol

Geometry (Å):
C: 0.1819 2.6548 0.1336
C: -1.0790 1.8209 0.0470
I: -1.9667 1.9975 -1.9436
C: -0.8802 0.3331 0.3608
C: 0.2646 -0.3318 -0.3931
C: 0.1977 -1.8560 -0.2716
C: 1.3570 -2.4927 -1.0127
I: 1.2858 -4.6486 -0.8959
N: -0.6356 0.2477 1.8317
O: -1.5963 0.0218 2.5232
O: 0.4844 0.4543 2.2282
H: 0.8979 2.3796 -0.6375
H: 0.6541 2.5183 1.1066
H: -0.0574 3.7094 0.0161
H: -1.8466 2.2188 0.7147
H: -1.8228 -0.1991 0.1908
H: 1.2140 0.0252 0.0124
H: 0.2106 -0.0506 -1.4471
H: 0.2350 -2.1467 0.7814
H: -0.7472 -2.2164 -0.6863
H: 1.3365 -2.2451 -2.0713
H: 2.3121 -2.1946 -0.5873

Forces on the atoms, in the same order (eV/Å):
C 0.0 0.2 -0.1
C -0.1 0.1 -0.1
I 0.2 -0.1 0.5
C -0.1 0.0 -1.1
C 0.0 -0.2 0.1
C 0.1 0.1 0.0
C -0.1 -0.2 0.1
I 0.0 0.4 0.0
N -0.2 -0.1 -0.2
O -0.4 -0.1 0.5
O 0.6 0.0 0.4
H 0.0 0.0 0.0
H 0.0 0.0 0.0
H 0.0 0.0 0.0
H 0.0 -0.1 -0.2
H 0.2 0.1 0.2
H -0.1 0.1 -0.1
H -0.1 0.1 0.1
H -0.1 0.0 0.0
H 0.0 0.0 0.1
H 0.0 -0.1 0.0
H 0.0 -0.1 0.0

Formally, the natural (NBO) partial charges of the atoms, in units of the elementary charge, are as follows: -0.660, -0.258, 0.073, -0.148, -0.433, -0.433, -0.478, 0.059, 0.534, -0.364, -0.384, 0.219, 0.240, 0.230, 0.234, 0.244, 0.235, 0.227, 0.214, 0.212, 0.218, 0.220


C6H11N | ωB97M-V with the def2-TZVPD basis set

## Properties
HOMO energy (spin up / spin down): 1.49 / -4.59 eV
2S+1: 2
Expectation value of S²: 0.750
Net charge: -1
Relative energy (zero: lowest compared OMol25 entry of this formula, charge and spin): 73.7 kcal/mol

Geometry (Å):
C: -0.9993 -3.4187 -1.2724
C: -0.9104 -2.2105 -0.6263
N: -0.2833 -1.1339 -1.3104
C: 0.5117 -0.1994 -0.6209
C: 0.5179 2.8554 1.8092
C: 0.7354 1.7457 0.7347
C: -0.1516 0.9072 0.2793
H: -1.0935 -3.3016 -2.3010
H: -1.2646 -4.4850 -0.8238
H: -0.7020 -1.9534 0.4126
H: -0.5205 -0.8112 -2.1599
H: 1.1687 -0.5607 0.1293
H: 1.0381 0.2774 -1.4113
H: 1.4328 3.2691 2.3260
H: 0.0646 3.7263 1.2751
H: -0.1990 2.4003 2.4233
H: 1.8635 1.8859 0.5841
H: -1.2084 1.0069 0.5525

Forces on the atoms, in the same order (eV/Å):
C -1.8 -0.9 3.4
C 3.2 -0.4 -1.3
N -0.5 -1.9 3.4
C -1.8 1.7 1.0
C 0.1 0.6 -2.2
C 3.0 3.5 2.5
C 0.3 -0.7 -1.3
H 0.3 -0.3 -1.9
H 0.3 2.7 -0.7
H -0.9 -1.1 0.3
H -1.3 0.6 -3.5
H 1.0 -1.4 -0.1
H 0.9 0.8 -0.3
H -0.9 -0.9 -0.5
H 0.2 -0.4 0.5
H -1.0 0.1 1.7
H -1.7 -1.6 -1.0
H 0.4 -0.4 -0.2

Formally, the natural (NBO) partial charges of the atoms, in units of the elementary charge, are as follows: -0.535, -0.048, -0.636, -0.482, -0.781, -0.427, -0.375, 0.178, 0.189, 0.191, 0.363, 0.191, 0.197, 0.195, 0.194, 0.202, 0.189, 0.195


C6H11N | ωB97M-V with the def2-TZVPD basis set

## Properties
HOMO energy: -9.44 eV
Relative energy (zero: lowest compared OMol25 entry of this formula, charge and spin): 39.4 kcal/mol

Geometry (Å):
C: 2.2136 -0.9732 -0.1870
C: 2.1835 0.5316 0.0910
C: 0.8033 0.9848 0.1787
N: -0.0525 1.8594 -0.1131
C: -0.5099 0.5862 0.6201
C: -1.4081 -0.3974 -0.1079
C: -2.7866 0.2336 -0.2784
H: 1.7180 -1.5481 0.6118
H: 1.7297 -1.2131 -1.1432
H: 3.2571 -1.2436 -0.2366
H: 2.6886 0.7090 1.0497
H: 2.7203 1.0691 -0.6943
H: -0.7541 0.7153 1.6733
H: -1.5006 -1.3375 0.4600
H: -0.9838 -0.6636 -1.0862
H: -3.4764 -0.4275 -0.8102
H: -2.6824 1.1708 -0.8342
H: -3.2264 0.4707 0.6992

Forces on the atoms, in the same order (eV/Å):
C -0.2 0.0 0.0
C 0.5 -0.2 -0.2
C -1.0 0.3 0.1
N 0.5 -0.5 0.1
C -0.1 -0.3 0.2
C 0.0 0.1 0.0
C -0.1 0.0 -0.1
H 0.2 0.3 -0.3
H 0.1 0.0 0.2
H 0.3 -0.5 -0.1
H -0.1 0.2 -0.2
H 0.0 0.1 0.1
H -0.1 0.1 0.0
H 0.2 0.3 -0.1
H 0.0 0.1 0.2
H 0.0 0.1 0.0
H -0.1 -0.1 0.0
H 0.1 0.0 -0.2

Formally, the natural (NBO) partial charges of the atoms, in units of the elementary charge, are as follows: -0.590, -0.469, 0.263, -0.326, -0.151, -0.424, -0.604, 0.214, 0.210, 0.214, 0.236, 0.227, 0.173, 0.205, 0.200, 0.205, 0.216, 0.201


C6H11N | ωB97M-V with the def2-TZVPD basis set

## Properties
HOMO energy: -9.58 eV
Relative energy (zero: lowest compared OMol25 entry of this formula, charge and spin): 24.1 kcal/mol

Geometry (Å):
H: 2.6486 -1.4558 0.5688
N: 1.6330 -1.5141 0.6690
C: 1.1321 -0.3528 0.7733
C: -0.3578 -0.1293 0.8801
C: -1.1028 -1.3853 1.3205
C: -0.8977 0.3789 -0.4770
C: -0.1097 1.5207 -1.0555
C: 0.6701 1.4169 -2.1276
H: 1.7430 0.5587 0.7516
H: -0.5090 0.6716 1.6191
H: -2.1816 -1.2017 1.3563
H: -0.9096 -2.2057 0.6239
H: -0.7723 -1.7172 2.3090
H: -1.9446 0.6777 -0.3355
H: -0.8909 -0.4597 -1.1837
H: -0.1653 2.4708 -0.5220
H: 0.7577 0.4757 -2.6671
H: 1.2568 2.2506 -2.5030

Forces on the atoms, in the same order (eV/Å):
H -0.1 0.0 0.0
N 0.0 0.3 0.0
C 0.0 -0.2 -0.1
C 0.0 0.0 0.1
C 0.0 0.0 0.0
C 0.0 0.0 -0.1
C 0.1 0.0 -0.1
C -0.1 0.0 0.1
H 0.0 -0.1 0.0
H 0.0 -0.1 -0.1
H 0.1 0.0 0.0
H 0.0 0.1 0.1
H 0.0 0.1 -0.1
H 0.1 0.0 0.0
H 0.0 0.1 0.1
H 0.0 -0.1 -0.1
H 0.0 0.1 0.1
H -0.1 -0.1 0.1

Formally, the natural (NBO) partial charges of the atoms, in units of the elementary charge, are as follows: 0.338, -0.628, 0.153, -0.282, -0.603, -0.427, -0.178, -0.396, 0.157, 0.205, 0.205, 0.224, 0.218, 0.216, 0.210, 0.195, 0.193, 0.200


C6H11N | ωB97M-V with the def2-TZVPD basis set

## Properties
HOMO energy (spin up / spin down): -7.71 / -7.84 eV
Relative energy (zero: lowest compared OMol25 entry of this formula, charge and spin): 109.1 kcal/mol

Geometry (Å):
C: 0.1343 -0.9150 -1.5401
C: 1.0279 -0.2267 -0.5381
C: 0.4225 0.8585 0.3171
C: -0.6141 1.7044 -0.3292
N: 2.2557 -0.4847 -0.3525
H: 2.5865 -1.2347 -0.9618
H: 1.2261 1.4049 0.8057
H: -0.8472 -1.1337 -1.1158
H: 0.5795 -1.8492 -1.8834
H: -0.0270 -0.2636 -2.4034
H: -0.8392 1.6019 -1.3820
H: -0.7838 2.6858 0.0956
C: -0.5998 0.2880 1.3989
C: -0.7277 -1.0703 1.6360
H: -1.6235 -1.4708 2.0892
H: -0.6161 1.0027 2.2184
H: -1.5654 0.8794 0.6588
H: 0.0112 -1.7768 1.2862

Forces on the atoms, in the same order (eV/Å):
C 0.0 0.0 0.0
C 0.0 0.1 0.0
C 0.1 -0.5 0.8
C -1.2 -0.5 0.9
N 0.1 0.0 0.0
H -0.1 0.0 0.0
H 0.1 -0.1 -0.1
H 0.0 0.0 0.1
H 0.0 0.1 0.0
H 0.0 -0.1 0.0
H -0.1 -0.1 0.0
H 0.1 0.1 -0.1
C 1.9 -0.4 0.0
C -0.3 0.4 -0.1
H 0.1 0.0 0.3
H -0.7 0.2 -0.2
H 0.2 0.8 -1.2
H -0.1 0.0 -0.4

Formally, the natural (NBO) partial charges of the atoms, in units of the elementary charge, are as follows: -0.701, 0.337, -0.351, -0.457, -0.620, 0.327, 0.236, 0.234, 0.222, 0.228, 0.210, 0.212, -0.365, -0.402, 0.196, 0.250, 0.245, 0.198


C6H11N | ωB97M-V with the def2-TZVPD basis set

## Properties
HOMO energy: -8.52 eV
Relative energy (zero: lowest compared OMol25 entry of this formula, charge and spin): 67.7 kcal/mol

Geometry (Å):
C: -2.9323 -0.0956 -0.2356
N: -1.7344 -0.1500 0.1667
C: -0.7660 0.7740 -0.1213
C: 0.1371 0.8732 1.0952
C: 0.7657 0.0120 0.0306
C: 0.8387 -1.4950 0.3466
C: 1.9212 0.5685 -0.7482
H: -3.5462 -0.9707 -0.0413
H: -3.2783 0.6271 -0.9502
H: -0.9289 1.5508 -0.8670
H: 0.6479 1.6918 1.3622
H: -0.3302 0.3092 1.9931
H: 1.8191 -1.7721 0.4930
H: 0.6534 -2.0239 -0.7054
H: 0.2361 -1.9083 1.1079
H: 2.8747 0.2303 -0.4382
H: 1.8510 1.5781 -0.7773
H: 1.7714 0.2007 -1.7109

Forces on the atoms, in the same order (eV/Å):
C 0.9 -0.9 -0.4
N -1.6 -1.0 0.2
C 3.1 -1.0 0.4
C -1.8 -3.7 0.5
C -2.2 0.2 2.2
C -1.5 0.5 -4.9
C -1.5 -2.3 0.5
H -0.3 0.3 0.3
H -0.4 0.7 -0.3
H 0.2 0.1 0.1
H 1.5 3.3 0.8
H 1.0 1.1 -1.6
H 2.5 -0.3 0.8
H -0.1 0.6 2.2
H -1.0 -0.1 0.6
H 0.9 -0.3 0.8
H 0.1 3.3 -0.1
H 0.1 -0.5 -2.1

Formally, the natural (NBO) partial charges of the atoms, in units of the elementary charge, are as follows: -0.089, -0.400, -0.095, -0.410, 0.027, -0.601, -0.614, 0.172, 0.138, 0.192, 0.205, 0.221, 0.205, 0.194, 0.227, 0.212, 0.207, 0.209


C6H11N | ωB97M-V with the def2-TZVPD basis set

## Properties
HOMO energy: -11.33 eV
Relative energy (zero: lowest compared OMol25 entry of this formula, charge and spin): 6.7 kcal/mol

Geometry (Å):
C: -2.3525 0.2716 -0.8091
C: -1.3871 -0.6208 -0.0013
C: 0.0934 -0.5352 -0.4354
C: 1.0467 -0.0680 0.6786
C: 2.5018 0.0031 0.2071
C: 0.6040 1.2451 1.1776
N: 0.2361 2.2793 1.5432
H: -2.7114 1.1169 -0.2123
H: -1.8642 0.6859 -1.6992
H: -3.2301 -0.2867 -1.1532
H: -1.4602 -0.3497 1.0592
H: -1.7155 -1.6647 -0.0589
H: 0.4543 -1.5097 -0.7872
H: 0.2019 0.1549 -1.2815
H: 0.9784 -0.7690 1.5217
H: 2.8204 -0.9755 -0.1635
H: 2.6143 0.7261 -0.6062
H: 3.1696 0.2964 1.0206

Forces on the atoms, in the same order (eV/Å):
C 0.0 0.0 0.0
C 0.0 -0.1 0.1
C 0.0 0.0 -0.1
C 0.0 -0.1 0.0
C 0.1 0.0 0.0
C -0.3 0.9 0.3
N 0.4 -0.9 -0.3
H 0.1 -0.1 -0.1
H -0.1 -0.1 0.1
H 0.1 0.1 0.1
H 0.0 -0.1 -0.1
H 0.1 0.2 0.0
H 0.0 0.2 0.1
H 0.0 -0.1 0.1
H 0.0 0.1 -0.1
H -0.1 0.1 0.1
H 0.0 -0.1 0.1
H -0.1 0.0 -0.1

Formally, the natural (NBO) partial charges of the atoms, in units of the elementary charge, are as follows: -0.611, -0.413, -0.377, -0.321, -0.589, 0.290, -0.335, 0.219, 0.203, 0.210, 0.208, 0.208, 0.211, 0.206, 0.238, 0.215, 0.217, 0.223


C6H11N | ωB97M-V with the def2-TZVPD basis set

## Properties
HOMO energy: -11.39 eV
Relative energy (zero: lowest compared OMol25 entry of this formula, charge and spin): 4.9 kcal/mol

Geometry (Å):
C: -2.4055 0.1646 -0.8607
C: -1.3999 -0.5043 0.0811
C: 0.0520 -0.4239 -0.4240
C: 1.0696 -0.0724 0.6760
C: 2.5117 -0.0770 0.1597
C: 0.7425 1.2495 1.2426
N: 0.4689 2.2930 1.6620
H: -3.2557 0.5649 -0.3057
H: -1.9392 0.9972 -1.3974
H: -2.7890 -0.5325 -1.6086
H: -1.4700 -0.0286 1.0654
H: -1.6739 -1.5549 0.2356
H: 0.3616 -1.3722 -0.8804
H: 0.1336 0.3401 -1.2080
H: 0.9732 -0.8003 1.4922
H: 2.7659 -1.0687 -0.2249
H: 2.6311 0.6450 -0.6535
H: 3.2232 0.1807 0.9486

Forces on the atoms, in the same order (eV/Å):
C 0.0 0.0 -0.1
C 0.0 0.0 0.0
C 0.0 0.0 -0.1
C 0.0 -0.1 0.0
C 0.1 0.0 0.0
C -0.3 0.8 0.4
N 0.3 -1.0 -0.4
H 0.0 -0.1 -0.1
H -0.1 0.0 0.1
H 0.0 0.0 0.0
H 0.1 0.0 -0.1
H 0.0 0.2 0.0
H 0.0 0.1 0.1
H 0.0 -0.1 0.1
H 0.0 0.1 -0.1
H -0.1 0.1 0.1
H 0.0 -0.1 0.1
H -0.1 0.0 -0.1

Formally, the natural (NBO) partial charges of the atoms, in units of the elementary charge, are as follows: -0.604, -0.409, -0.378, -0.320, -0.589, 0.289, -0.335, 0.215, 0.204, 0.205, 0.208, 0.205, 0.210, 0.205, 0.238, 0.215, 0.216, 0.223